1.
This record from the Open Molecules 2025 dataset describes C4H5FN2O3 as an isolated structure in a non-equilibrium geometry. The level of theory is wB97M-V/def2-TZVPD.

Last column: natural (NBO) charge in e.
Positions of all 15 atoms, in Å:
C: -0.710 1.222 -0.734  0.42
C: -1.985 1.304 0.140  0.69
C: 1.064 -0.640 0.465  0.55
C: -0.229 -0.235 -0.948  0.06
N: 0.555 -0.454 1.533  -0.80
N: 2.127 -1.119 -0.052  -0.81
O: -2.986 1.681 -0.306  -0.53
O: -0.217 2.123 -1.312  -0.46
O: -1.901 0.663 1.238  -0.68
F: 0.515 -0.361 -2.073  -0.34
H: -1.082 -0.945 -0.883  0.19
H: -1.044 0.154 1.317  0.51
H: 0.886 -0.833 2.384  0.38
H: 2.083 -1.080 -1.102  0.43
H: 2.925 -1.481 0.333  0.41

**HOMO**: -9.49 eV
**LUMO**: 0.008 Eh
**Orbital gap**: 9.7 eV
**ΔE to the lowest compared entry with this formula, charge and spin**: 61.3 kcal per mole
**Max |F|**: 6.0 eV/A

2.
This record from the Open Molecules 2025 dataset describes C18H54BrHfO9S9 as an isolated structure in a non-equilibrium geometry. The level of theory is wB97M-V/def2-TZVPD.

Last column: Mulliken charge in e.
Positions of all 92 atoms, in Å:
Hf: 3.744 31.342 14.792  1.72
Br: 3.701 33.951 15.956  -0.53
C: 6.416 32.962 10.938  -0.92
S: 4.665 32.912 11.406  0.26
O: 4.507 32.253 12.757  -0.55
C: 4.522 34.673 11.753  -0.71
H: 6.840 31.978 10.750  0.28
H: 7.072 33.505 11.618  0.17
H: 6.421 33.495 9.982  0.52
H: 4.602 35.179 10.788  0.51
H: 5.346 35.047 12.359  0.32
H: 3.597 34.854 12.288  -0.10
C: 7.657 29.593 12.660  -1.10
S: 5.907 29.587 12.206  0.32
O: 5.098 29.906 13.438  0.21
C: 5.719 27.811 11.907  -0.91
H: 7.709 29.016 13.583  0.28
H: 8.000 30.621 12.753  0.23
H: 8.282 29.127 11.898  0.59
H: 4.787 27.666 11.364  0.25
H: 5.761 27.225 12.819  0.12
H: 6.509 27.575 11.191  0.59
C: 2.758 29.872 10.314  -0.79
S: 2.312 29.310 11.994  0.31
O: 2.548 30.366 13.038  -0.12
C: 0.499 29.291 11.867  -0.80
H: 2.151 30.721 10.011  0.32
H: 2.681 29.013 9.648  0.49
H: 3.822 30.112 10.330  0.13
H: 0.082 30.289 11.752  0.20
H: 0.072 28.786 12.730  0.06
H: 0.209 28.701 10.993  0.52
C: 2.124 30.452 19.230  -0.89
S: 3.723 30.767 18.452  0.52
O: 3.413 31.121 17.012  -0.68
C: 4.070 32.346 19.325  -0.99
H: 1.693 29.581 18.729  0.17
H: 1.486 31.324 19.114  0.32
H: 2.216 30.101 20.259  0.48
H: 4.233 32.083 20.373  0.51
H: 3.149 32.929 19.316  0.31
H: 4.891 32.939 18.938  0.24
C: 6.245 27.382 16.011  -0.56
S: 6.534 29.155 16.208  0.45
O: 5.223 29.815 15.877  -0.15
C: 6.742 29.057 18.028  -1.15
H: 7.141 26.761 15.972  0.57
H: 5.696 27.178 15.093  -0.42
H: 5.648 27.008 16.845  0.41
H: 7.545 28.366 18.286  0.50
H: 5.844 28.712 18.535  0.31
H: 6.988 30.056 18.371  0.27
C: 0.202 32.911 16.853  -0.73
S: 0.367 31.223 16.290  0.37
O: 1.549 31.153 15.361  -0.16
C: -1.149 31.233 15.288  -1.03
H: 0.244 33.666 16.069  0.04
H: 0.873 33.160 17.671  0.08
H: -0.809 33.010 17.266  0.59
H: -1.340 32.132 14.698  0.31
H: -2.051 31.111 15.890  0.50
H: -1.108 30.403 14.581  0.21
C: 7.423 32.596 16.992  -0.44
S: 7.269 32.537 15.183  0.38
O: 5.866 32.051 14.903  -0.68
C: 7.277 34.332 14.831  -0.85
H: 7.676 33.623 17.276  0.52
H: 8.287 32.038 17.353  0.44
H: 6.485 32.356 17.479  -0.42
H: 8.175 34.857 15.154  0.55
H: 6.411 34.791 15.310  0.28
H: 7.173 34.463 13.755  0.01
C: 1.025 33.386 11.280  -0.95
S: 0.959 33.295 13.109  0.64
O: 2.255 32.728 13.645  -0.08
C: 0.958 35.067 13.458  -1.44
H: 2.007 33.657 10.895  0.20
H: 0.410 34.260 11.053  0.60
H: 0.614 32.459 10.904  0.23
H: 1.652 35.570 12.786  0.42
H: 1.237 35.232 14.494  0.37
H: -0.054 35.351 13.166  0.54
C: 2.716 26.592 14.739  -0.79
S: 2.558 27.927 15.960  0.44
O: 2.970 29.137 15.156  0.02
C: 0.737 27.763 16.060  -1.13
H: 2.546 27.019 13.751  0.04
H: 2.023 25.758 14.835  0.51
H: 3.736 26.215 14.795  0.27
H: 0.570 26.839 16.613  0.58
H: 0.288 27.714 15.070  0.27
H: 0.315 28.591 16.625  0.26

**HOMO**: -15.48 eV
**LUMO**: -0.217 Eh
**Orbital gap**: 9.6 eV
**ΔE to the lowest compared entry with this formula, charge and spin**: 40.3 kcal per mole
**Net charge**: +3
**Max |F|**: 1.8 eV/A

3.
This record from the Open Molecules 2025 dataset describes CH3CrMgO2 as an isolated structure in a non-equilibrium geometry. The level of theory is wB97M-V/def2-TZVPD.

Last column: natural (NBO) charge in e.
Positions of all 8 atoms, in Å:
O: -2.059 -0.086 -0.143  -1.01
C: -1.086 -1.050 0.015  0.22
O: 0.149 -0.399 0.292  -1.10
H: -0.978 -1.682 -0.895  0.09
H: -1.311 -1.727 0.868  0.11
Mg: -0.782 1.364 0.120  1.57
Cr: 1.930 -0.662 -0.307  0.82
H: -0.588 3.105 0.185  -0.70

**HOMO (alpha / beta)**: -8.52 / -7.44 eV
**LUMO (alpha / beta)**: -0.049 / -0.062 Eh
**Orbital gap (alpha / beta)**: 7.2 / 5.7 eV
**2S+1**: 4
**Max |F|**: 1.7 eV/A

4.
This record from the Open Molecules 2025 dataset describes a 4-piece molecular cluster, C7H23NO4 overall in a non-equilibrium geometry. The level of theory is wB97M-V/def2-TZVPD.

Last column: natural (NBO) charge in e.
Positions of all 35 atoms, in Å:
C: -4.583 -5.941 -18.962  -0.25
O: -3.520 -6.850 -18.779  -0.55
C: -3.041 -7.418 -19.972  -0.07
C: -2.214 -8.635 -19.630  -0.08
C: -1.407 -9.136 -20.794  -0.61
N: -3.005 -9.742 -19.056  -0.82
H: -5.459 -6.355 -19.473  0.17
H: -4.274 -5.053 -19.537  0.16
H: -4.874 -5.583 -17.976  0.19
H: -3.868 -7.698 -20.649  0.16
H: -2.428 -6.708 -20.553  0.16
H: -1.573 -8.315 -18.798  0.19
H: -2.070 -9.646 -21.511  0.20
H: -0.677 -9.877 -20.480  0.23
H: -0.942 -8.338 -21.375  0.21
H: -3.748 -10.002 -19.704  0.34
H: -3.508 -9.378 -18.249  0.36
C: -2.470 -3.267 -18.090  -0.26
O: -1.753 -2.283 -17.363  -0.76
H: -3.233 -2.825 -18.727  0.18
H: -1.801 -3.842 -18.748  0.16
H: -2.930 -4.001 -17.420  0.17
H: -1.087 -2.787 -16.873  0.50
C: -0.887 -3.506 -14.378  -0.25
O: -0.220 -3.768 -15.607  -0.75
H: -0.640 -2.496 -14.044  0.18
H: -1.965 -3.596 -14.501  0.18
H: -0.553 -4.180 -13.585  0.17
H: 0.268 -4.590 -15.539  0.49
C: -1.954 -0.192 -20.238  -0.24
O: -1.895 0.134 -18.866  -0.75
H: -2.113 -1.262 -20.405  0.15
H: -2.785 0.338 -20.716  0.16
H: -1.036 0.105 -20.755  0.16
H: -1.836 -0.682 -18.351  0.50

**HOMO**: -9.54 eV
**LUMO**: 0.017 Eh
**Orbital gap**: 10.0 eV
**SMILES string**: COC[C@H](C)N.CO.CO.CO
**ΔE to the lowest compared entry with this formula, charge and spin**: 41.9 kcal per mole
**Max |F|**: 1.0 eV/A

5.
This record from the Open Molecules 2025 dataset describes one molecule with the formula C5H7NO2 in a non-equilibrium geometry. The level of theory is wB97M-V/def2-TZVPD.

Last column: natural (NBO) charge in e.
Positions of all 15 atoms, in Å:
C: 2.661 -0.069 0.192  -0.66
C: 1.182 -0.064 0.199  0.29
C: 0.322 0.967 0.290  -0.32
C: -1.287 0.034 0.024  0.35
C: -2.521 0.450 -0.592  -0.14
O: -2.383 0.240 0.805  -0.49
N: -0.780 -1.259 -0.277  -0.34
O: 0.598 -1.306 0.007  -0.36
H: 3.045 -1.067 -0.359  0.24
H: 3.028 -0.122 1.166  0.23
H: 3.002 0.895 -0.393  0.24
H: 0.049 1.903 0.491  0.22
H: -2.532 1.578 -0.866  0.18
H: -3.141 -0.230 -1.093  0.19
H: -1.242 -1.951 0.406  0.37

**HOMO**: -8.46 eV
**LUMO**: 0.035 Eh
**Orbital gap**: 9.4 eV
**SMILES string**: CC1=C[C@@]2(CO2)NO1
**ΔE to the lowest compared entry with this formula, charge and spin**: 132.9 kcal per mole
**Max |F|**: 8.0 eV/A